Formula: C5H11CuF3NO12S3
Source: OMol25
Level of theory: wB97M-V/def2-TZVPD

The geometry in XYZ format:
```
36
Properties=species:S:1:pos:R:3:lowdin_charge:R:1
Cu -0.693 -0.759 -0.006 0.60
S -0.223 -3.895 -1.252 0.20
O -1.192 -4.519 -0.345 -0.44
O 1.068 -4.632 -1.236 -0.48
O -0.818 -3.803 -2.605 -0.44
O 0.108 -2.528 -0.708 -0.44
S -3.365 -1.157 0.343 0.24
O -4.483 -0.217 0.525 -0.43
O -3.834 -2.500 0.505 -0.35
O -2.526 -0.883 -0.869 -0.36
O -2.337 -0.919 1.428 -0.44
C 2.535 0.961 -3.044 -0.66
F 2.544 2.191 -2.495 0.08
F 3.044 1.120 -4.282 0.08
F 3.396 0.168 -2.403 0.11
S 0.857 0.087 -3.080 0.49
O 1.261 -1.182 -3.611 -0.27
O 0.491 0.123 -1.663 -0.34
O 0.008 0.875 -3.958 -0.34
C -0.185 3.406 1.706 -0.08
C 0.056 2.045 0.990 -0.36
C 0.855 1.117 1.944 -0.17
O 0.532 -0.194 1.575 -0.26
C 1.186 -1.242 2.253 -0.06
N -1.289 1.464 0.654 0.06
H -0.538 3.218 2.721 0.06
H -0.902 4.018 1.165 0.06
H 0.771 3.941 1.794 0.06
H 0.583 2.115 0.038 0.13
H 0.446 1.278 2.953 0.12
H 1.941 1.251 1.914 0.13
H 0.800 -2.235 2.050 0.11
H 1.106 -1.047 3.334 0.08
H 2.261 -1.193 2.038 0.09
H -1.772 1.328 1.537 0.09
H -1.692 2.198 0.087 0.10
```

DFT total energy ... -4289.33507 hartree
Charge ... -3
Multiplicity ... 2
⟨S²⟩ ... 0.7525
Energy above the lowest of the compared OMol25 structures with the same formula, charge and spin ... 0.992 eV